Molecular formula: C26H36Br2N7O5P2SeSn
Method: DFT, the ωB97M-V functional and the def2-TZVPD basis

Structure (XYZ):
```
80
Properties=species:S:1:pos:R:3:forces:R:3
Sn 0.186 0.243 0.743 -0.1 0.4 -0.9
C 1.892 -2.409 -4.191 0.0 0.1 0.2
N 1.582 -2.346 -2.756 0.6 0.1 0.2
C 2.591 -1.703 -1.905 -0.3 0.1 -0.2
P 0.036 -2.496 -2.271 0.0 -0.1 0.6
O -0.062 -2.375 -0.775 0.1 0.2 -0.5
O -0.828 -1.385 -3.074 0.0 0.5 0.5
P -1.125 0.151 -2.664 -0.2 -0.7 -0.6
O -0.208 0.591 -1.559 0.2 0.1 0.6
N -0.930 1.027 -3.996 0.0 0.5 -0.2
C 0.203 1.946 -4.168 -0.2 -0.1 -0.2
C -1.773 0.793 -5.186 0.3 0.1 0.0
N -2.733 0.109 -2.345 0.0 0.1 0.6
C -3.225 -0.964 -1.461 0.0 0.2 -0.2
C -3.297 1.433 -1.994 0.0 -0.2 -0.1
N -0.603 -3.837 -2.906 -0.4 -0.3 -0.4
C -1.478 -3.899 -4.093 0.0 -0.2 0.3
C -0.330 -5.102 -2.216 0.0 0.1 0.1
H 2.905 -2.786 -4.325 0.0 -0.1 0.0
H 1.828 -1.424 -4.665 0.0 0.0 0.0
H 1.204 -3.087 -4.694 0.0 0.0 0.0
H 3.580 -2.040 -2.210 0.0 0.0 0.0
H 2.431 -1.984 -0.866 0.0 -0.1 0.0
H 2.561 -0.610 -1.975 0.0 0.0 -0.1
H 0.719 2.082 -3.221 0.0 0.0 0.0
H -0.160 2.915 -4.517 0.0 0.0 0.0
H 0.907 1.568 -4.913 0.0 -0.1 0.0
H -2.628 0.176 -4.927 0.0 0.0 0.0
H -1.204 0.297 -5.976 0.0 0.0 0.1
H -2.130 1.747 -5.578 0.0 0.0 0.1
H -2.840 -1.928 -1.776 0.0 0.0 0.0
H -4.310 -0.990 -1.519 0.0 0.0 0.0
H -2.945 -0.797 -0.413 0.0 0.0 0.0
H -2.966 2.183 -2.711 0.0 0.0 0.0
H -2.998 1.749 -0.988 0.0 0.0 0.0
H -4.383 1.372 -2.029 0.0 0.0 -0.1
H -1.510 -2.942 -4.599 0.0 0.0 0.0
H -2.497 -4.179 -3.818 0.0 0.0 0.1
H -1.104 -4.651 -4.787 0.1 0.0 0.0
H 0.721 -5.169 -1.921 -0.1 0.0 -0.1
H -0.546 -5.928 -2.888 0.1 0.0 -0.1
H -0.953 -5.221 -1.324 0.0 0.0 -0.1
Se 0.799 -3.742 1.530 -0.1 0.1 -0.2
N 0.435 -2.309 2.561 -0.1 -0.3 0.0
C 0.577 -2.705 3.809 0.1 0.0 0.5
C 0.343 -1.887 4.968 0.1 -0.2 0.0
C 0.628 -2.399 6.249 -0.2 0.3 -0.3
C 1.051 -3.699 6.423 0.1 -0.5 -0.2
C 1.229 -4.568 5.310 0.0 0.2 0.2
C 0.993 -4.071 4.005 0.0 0.2 0.2
N 1.161 -4.773 2.900 0.1 -0.2 0.0
H -0.091 -0.903 4.843 0.2 0.0 0.0
H 0.484 -1.772 7.121 0.0 0.0 -0.1
H 1.227 -4.068 7.428 0.0 -0.1 -0.1
H 1.564 -5.593 5.432 -0.1 0.1 0.1
Br -0.277 8.974 1.001 0.0 0.3 0.0
C -0.192 7.176 0.873 0.0 -0.1 0.0
C 1.072 6.560 0.607 -0.3 0.3 0.1
C 1.127 5.204 0.540 -0.1 -0.5 0.0
C -0.051 4.440 0.730 -0.1 0.2 0.1
C -1.303 5.057 0.987 0.3 -0.5 -0.1
C -1.388 6.412 1.058 0.3 0.3 0.0
C 0.038 2.930 0.690 -0.1 0.2 0.0
O 1.145 2.397 0.469 0.2 -0.3 -0.1
O -1.006 2.255 0.904 0.0 -0.2 0.2
H 1.958 7.170 0.472 -0.1 0.0 0.0
H 2.063 4.695 0.342 -0.1 0.0 0.0
H -2.176 4.434 1.128 0.0 0.0 0.0
H -2.327 6.912 1.255 0.1 0.1 0.0
Br 2.511 2.760 7.101 0.0 0.0 0.1
C 1.924 2.038 5.485 0.0 0.1 0.1
C 0.588 2.139 5.122 -0.2 0.0 0.0
C 0.199 1.589 3.915 0.2 -0.1 -0.1
N 1.053 0.967 3.085 -0.1 0.3 0.1
C 2.339 0.886 3.450 -0.2 -0.1 -0.1
C 2.819 1.399 4.641 0.1 -0.1 -0.1
H -0.132 2.629 5.765 0.0 0.0 0.0
H -0.837 1.644 3.593 0.0 0.0 0.0
H 3.009 0.382 2.762 0.0 0.0 0.0
H 3.865 1.307 4.902 -0.1 0.0 0.0
```
Positions in Å, forces in eV/Å.

Molecular weight (g/mol): 946.05
E_HOMO (alpha / beta) (eV): -15.361 / -15.361
Relative energy (zero: lowest compared OMol25 entry of this formula, charge and spin) (eV): 0.2159
DFT total energy (hartree): -10217.53465
HOMO-LUMO gap (alpha / beta) (Eh): 0.1549 / 0.1399
Largest force on an atom (eV/A): 0.99
2S+1: 1
Charge: +3

Atomic partial charges in e from the Löwdin method, atoms 1 to 5: number 1, Sn, carries 1.534; number 2, C, carries -0.058; number 3, N, carries -0.284; number 4, C, carries -0.080; number 5, P, carries 0.444

Molecular formula: C9H7ClO3Tc
Method: DFT, the ωB97M-V functional and the def2-TZVPD basis

Structure (XYZ):
```
21
Properties=species:S:1:pos:R:3:forces:R:3
Cl 0.662 2.376 -0.902 -0.6 -1.0 0.7
C -1.289 -0.833 -0.774 0.5 -0.6 0.2
C -0.875 -1.466 0.469 0.2 0.3 -0.7
C 0.553 -1.502 0.481 -0.8 -0.1 0.7
H -1.534 -1.994 1.154 0.1 0.3 0.0
C 1.026 -0.997 -0.766 0.8 0.6 -0.9
C -0.099 -0.638 -1.555 -0.2 -0.1 -0.1
H -0.032 -0.336 -2.599 -0.2 0.1 0.3
H -2.311 -0.802 -1.139 0.1 0.0 0.0
H 1.200 -1.918 1.251 -0.2 0.0 0.0
C 2.448 -0.838 -1.139 -0.3 0.4 0.2
Tc -0.620 1.037 0.668 2.5 -1.1 -2.6
C -1.090 0.268 2.375 -1.6 -2.7 5.9
C -2.093 1.803 -0.322 -4.9 3.1 -3.0
O -1.236 -0.231 3.416 0.5 2.1 -4.0
O -2.923 2.284 -0.985 3.7 -2.3 3.0
H 3.052 -0.623 -0.254 0.0 -0.1 0.0
H 2.567 -0.026 -1.857 0.0 -0.1 -0.1
H 2.851 -1.748 -1.593 0.0 -0.2 0.0
O 0.040 3.550 2.357 -1.9 -4.5 -3.1
C -0.295 2.631 1.714 2.0 5.9 3.5
```
Positions in Å, forces in eV/Å.

Molecular weight (g/mol): 296.60
E_HOMO (alpha / beta) (eV): -17.551 / -18.218
Relative energy (zero: lowest compared OMol25 entry of this formula, charge and spin) (eV): 0.0000
DFT total energy (hartree): -1113.10162
HOMO-LUMO gap (alpha / beta) (Eh): 0.2743 / 0.2108
<S²>: 3.793
Largest force on an atom (eV/A): 7.17
2S+1: 4
Charge: +2

Atomic partial charges in e from the natural (NBO) method, atoms 1 to 5: number 1, Cl, carries -0.172; number 2, C, carries -0.220; number 3, C, carries -0.180; number 4, C, carries -0.117; number 5, H, carries 0.304

Molecular formula: C3H7FNO
Method: DFT, the ωB97M-V functional and the def2-TZVPD basis

Structure (XYZ):
```
13
Properties=species:S:1:pos:R:3:forces:R:3
N -1.222 0.764 0.753 -0.3 4.2 2.3
C -0.821 0.064 -0.413 4.9 0.5 -1.3
C 0.328 -0.980 -0.170 2.1 0.7 -0.1
C 2.026 -0.301 -0.331 -5.1 -2.1 1.2
O 2.972 -0.962 -0.432 0.5 1.0 -0.1
F 1.801 1.020 -0.327 1.4 0.5 -0.1
H -1.893 1.673 0.522 2.1 -2.9 0.7
H -0.229 1.159 1.042 -2.7 -0.6 0.4
H -1.687 0.228 1.510 0.5 0.3 -0.3
H -0.336 0.924 -0.935 -0.6 -1.1 -0.7
H -1.561 -0.353 -0.962 -2.6 -1.1 -1.5
H 0.163 -1.579 0.769 0.6 0.6 -0.9
H 0.459 -1.658 -1.028 -0.8 0.1 0.4
```
Positions in Å, forces in eV/Å.

Molecular weight (g/mol): 92.09
Structure (SMILES): [NH3+]CCC(=O)F
E_HOMO (eV): -15.079
Relative energy (zero: lowest compared OMol25 entry of this formula, charge and spin) (eV): 1.5401
DFT total energy (hartree): -348.04455
HOMO-LUMO gap (Eh): 0.3950
Largest force on an atom (eV/A): 5.63
2S+1: 1
Charge: +1

Atomic partial charges in e from the natural (NBO) method, atoms 1 to 5: number 1, N, carries -0.696; number 2, C, carries -0.255; number 3, C, carries -0.568; number 4, C, carries 0.916; number 5, O, carries -0.447

Molecular formula: C3H10N2O
Method: DFT, the ωB97M-V functional and the def2-TZVPD basis

Structure (XYZ):
```
16
Properties=species:S:1:pos:R:3:forces:R:3
C 1.629 -0.072 -2.156 0.0 4.3 -0.3
C 0.637 -0.845 -1.310 1.3 -2.0 -0.9
N 0.047 -0.056 -0.142 2.8 -2.8 -0.9
C -0.939 0.794 -0.338 0.9 1.1 -0.6
N -1.508 1.349 0.738 1.3 -1.5 -0.7
H 1.282 0.968 -2.499 -0.2 -1.3 0.5
H 1.902 -0.476 -3.135 0.1 -0.8 0.7
H 2.483 0.244 -1.506 -0.2 -0.8 -0.8
H -0.080 -1.446 -1.946 0.0 1.3 1.1
H 1.407 -1.632 -1.001 -1.8 0.7 0.9
H 0.631 -0.342 0.724 -2.2 1.3 -1.0
H -1.011 1.085 -1.457 -0.7 -0.6 1.9
H -2.242 1.942 0.439 -1.2 1.1 -0.2
H -0.766 -0.344 2.448 -0.5 0.5 -0.6
H 0.443 -1.298 2.545 2.0 -1.4 -1.4
O -0.224 -0.876 3.005 -1.5 0.9 2.2
```
Positions in Å, forces in eV/Å.

Molecular weight (g/mol): 90.13
E_HOMO (alpha / beta) (eV): -15.325 / -15.325
Relative energy (zero: lowest compared OMol25 entry of this formula, charge and spin) (eV): 3.2377
DFT total energy (hartree): -304.66628
HOMO-LUMO gap (alpha / beta) (Eh): 0.3939 / 0.2479
<S²>: 0.787
Largest force on an atom (eV/A): 4.30
2S+1: 2
Charge: +1

Atomic partial charges in e from the natural (NBO) method, atoms 1 to 5: number 1, C, carries -0.647; number 2, C, carries -0.301; number 3, N, carries -0.317; number 4, C, carries 0.241; number 5, N, carries -0.329

Molecular formula: C20H20N4O3S3
Method: DFT, the ωB97M-V functional and the def2-TZVPD basis

Structure (XYZ):
```
50
Properties=species:S:1:pos:R:3:forces:R:3
C -4.997 -2.245 2.091 0.3 0.2 -0.3
C -4.355 -2.258 0.711 -0.5 -0.3 0.0
O -3.307 -1.298 0.610 0.3 0.3 0.0
C -3.671 -0.030 0.340 -0.5 0.1 -0.1
O -4.828 0.294 0.179 0.0 -0.2 0.1
C -2.500 0.849 0.261 0.4 0.3 0.2
C -2.564 2.145 -0.130 -0.3 -0.4 0.2
C -3.783 2.882 -0.567 -0.2 -0.1 0.0
N -1.421 2.909 -0.148 0.0 0.2 -0.1
C -0.257 2.514 0.441 0.7 -0.1 0.5
S 0.974 3.784 0.519 0.0 -0.1 0.1
C 2.453 2.838 0.027 -0.5 0.2 0.2
C 2.096 1.922 -1.124 0.1 0.0 -0.1
O 1.255 2.203 -1.948 0.1 0.1 -0.1
N 2.741 0.722 -1.198 -0.2 -0.2 -0.6
C 3.688 0.108 -0.418 0.8 0.5 0.8
N 3.850 -1.167 -0.467 -0.7 -0.2 -0.5
C 4.865 -1.592 0.332 0.6 0.4 0.5
C 5.167 -3.047 0.418 0.0 0.1 0.0
C 5.515 -0.597 0.991 -0.1 0.0 -0.2
S 4.838 0.942 0.611 -0.2 -0.6 -0.4
C -0.125 1.256 0.920 -1.2 0.5 -0.5
C 0.972 0.802 1.649 0.7 0.0 0.5
N 1.865 0.389 2.248 0.1 -0.1 0.1
C -1.157 0.205 0.534 0.2 0.1 -0.1
C -0.624 -0.486 -0.689 -0.1 -0.2 -0.3
C 0.391 -1.391 -0.754 -0.3 0.1 0.1
C 0.733 -1.739 -2.080 0.0 -0.1 -0.2
C -0.032 -1.093 -2.999 -0.2 0.3 0.0
S -1.181 -0.045 -2.268 0.3 -0.4 0.2
H -5.477 -1.285 2.266 -0.1 0.0 0.0
H -4.245 -2.410 2.859 0.0 -0.1 0.1
H -5.746 -3.030 2.152 -0.1 -0.1 0.0
H -5.107 -2.045 -0.056 0.2 -0.1 0.1
H -3.876 -3.218 0.507 -0.1 0.1 0.0
H -3.947 3.747 0.075 0.0 0.1 0.0
H -4.653 2.236 -0.524 0.0 0.1 0.0
H -3.645 3.234 -1.589 0.0 0.1 -0.1
H -1.462 3.842 -0.531 0.0 -0.1 0.0
H 2.832 2.303 0.895 0.0 0.1 -0.1
H 3.183 3.583 -0.291 0.0 0.0 0.0
H 2.345 0.091 -1.895 0.0 0.2 0.1
H 4.302 -3.577 0.811 0.0 -0.1 0.0
H 6.021 -3.220 1.065 0.1 -0.1 0.0
H 5.378 -3.439 -0.576 0.0 -0.1 0.0
H 6.332 -0.668 1.679 0.2 -0.1 0.2
H -1.244 -0.530 1.342 0.0 0.2 -0.2
H 0.894 -1.783 0.112 0.1 -0.1 0.2
H 1.510 -2.440 -2.327 0.1 -0.1 -0.1
H 0.001 -1.169 -4.067 0.0 -0.1 -0.2
```
Positions in Å, forces in eV/Å.

Molecular weight (g/mol): 460.61
Structure (SMILES): CCOC(=O)C1=C(C)NC(SCC(=O)Nc2nc(C)cs2)=C(C#N)[C@@H]1c1cccs1
E_HOMO (eV): -8.289
Relative energy (zero: lowest compared OMol25 entry of this formula, charge and spin) (eV): 0.0000
DFT total energy (hartree): -2413.46655
HOMO-LUMO gap (Eh): 0.3070
Largest force on an atom (eV/A): 1.43
2S+1: 1

Atomic partial charges in e from the natural (NBO) method, atoms 1 to 5: number 1, C, carries -0.634; number 2, C, carries -0.071; number 3, O, carries -0.512; number 4, C, carries 0.788; number 5, O, carries -0.626

Molecular formula: C13H25IP2Pt
Method: DFT, the ωB97M-V functional and the def2-TZVPD basis

Structure (XYZ):
```
42
Properties=species:S:1:pos:R:3:forces:R:3
C -1.334 5.710 1.663 -0.2 0.2 0.2
C -2.629 5.633 0.862 0.0 0.0 -0.1
H -1.503 5.464 2.714 0.0 0.0 -0.1
H -0.905 6.715 1.621 0.0 -0.2 0.0
H -0.586 5.006 1.286 0.1 0.0 -0.2
H -2.938 4.596 0.714 -0.1 0.0 0.0
H -3.442 6.153 1.376 0.1 -0.1 -0.1
H -2.515 6.098 -0.120 0.0 -0.1 0.1
Pt 0.158 0.720 0.173 0.9 0.1 0.4
C -0.943 2.023 -1.047 -0.3 0.0 -0.1
H -2.003 1.791 -0.880 0.1 0.3 -0.1
H -0.674 1.790 -2.080 -0.1 0.3 0.1
H -0.746 3.076 -0.835 -0.1 -0.3 -0.1
I 1.133 2.698 1.616 -0.4 -0.2 -0.2
C 0.801 -1.811 2.576 0.0 -0.5 0.1
P 1.448 -0.916 1.146 -0.3 0.7 -0.1
C 3.098 -0.327 1.519 0.5 -0.7 -0.2
C 1.567 -2.303 -0.074 -0.7 0.7 0.2
C 2.504 -3.352 -0.017 1.3 2.1 2.4
C 2.395 -4.418 -0.926 0.1 -2.8 -2.1
C 1.365 -4.452 -1.871 1.3 -1.0 0.2
C 0.425 -3.420 -1.910 -1.7 -1.4 -2.5
C 0.536 -2.344 -1.025 -0.2 3.1 2.2
P -0.651 -0.933 -1.039 -0.3 -0.2 -0.7
C -1.046 -0.729 -2.801 0.3 -0.1 0.0
C -2.209 -1.562 -0.375 0.1 -0.2 0.0
H 0.598 -1.089 3.374 0.0 -0.2 -0.1
H 1.524 -2.565 2.923 -0.2 0.2 0.0
H -0.128 -2.317 2.265 0.2 0.2 0.3
H 3.706 -1.191 1.799 0.3 0.3 0.1
H 3.499 0.149 0.621 0.0 -0.1 0.1
H 3.084 0.405 2.333 -0.1 -0.2 -0.1
H 3.302 -3.323 0.731 -0.3 -0.1 -0.4
H 3.138 -5.216 -0.888 -0.3 0.1 -0.1
H 1.298 -5.274 -2.583 0.1 0.1 0.2
H -0.392 -3.446 -2.634 0.4 -0.1 0.3
H -1.452 -1.670 -3.200 0.0 0.4 0.1
H -1.811 0.058 -2.863 0.2 -0.2 -0.1
H -0.149 -0.440 -3.369 -0.4 0.0 0.1
H -2.529 -2.416 -0.981 -0.2 0.1 0.2
H -2.074 -1.844 0.673 -0.3 0.1 -0.2
H -2.918 -0.727 -0.468 0.1 -0.3 0.1
```
Positions in Å, forces in eV/Å.

Molecular weight (g/mol): 565.27
E_HOMO (alpha / beta) (eV): -13.357 / -15.516
Relative energy (zero: lowest compared OMol25 entry of this formula, charge and spin) (eV): 0.0000
DFT total energy (hartree): -1609.27551
HOMO-LUMO gap (alpha / beta) (Eh): 0.2116 / 0.1358
<S²>: 6.015
Largest force on an atom (eV/A): 3.80
2S+1: 5
Charge: +2

Atomic partial charges in e from the natural (NBO) method, atoms 1 to 5: number 1, C, carries -0.588; number 2, C, carries -0.610; number 3, H, carries 0.211; number 4, H, carries 0.226; number 5, H, carries 0.154